Entry 1:
C22H26N4O4S | ωB97M-V with the def2-TZVPD basis set

The value obtained for the HOMO-LUMO gap is 8.4 eV. Its SMILES is CCCCNS(=O)(=O)c1ccc2nc(-c3cccnc3)cc(C(=O)NCCOC)c2c1.

Cartesian coordinates (Å):
C -0.27115 -2.81819 2.22014
C -1.59062 -3.23046 1.57972
C -2.69880 -2.22269 1.87740
C -3.98198 -2.51565 1.10495
N -3.73567 -2.45834 -0.32595
S -3.39485 -0.95439 -0.97769
O -3.88177 -0.98055 -2.32650
O -3.83922 0.10450 -0.11063
C -1.60994 -0.93784 -1.02284
C -0.95452 0.03247 -0.32620
C 0.45202 0.09277 -0.35529
C 1.22347 1.08626 0.30388
C 2.58946 0.98069 0.29007
C 3.19963 -0.07980 -0.42259
N 2.50123 -0.96692 -1.09522
C 1.16077 -0.91468 -1.07163
C 0.43820 -1.89917 -1.78650
C -0.92881 -1.90081 -1.77504
H -1.50654 -2.62861 -2.32186
H 1.00329 -2.64070 -2.32846
C 4.65770 -0.22473 -0.46973
C 5.26106 -0.87823 -1.54559
C 6.63703 -1.00393 -1.57268
C 7.36729 -0.46727 -0.52098
N 6.80720 0.13190 0.51577
C 5.49397 0.24555 0.54505
H 5.09266 0.71639 1.43267
H 8.44772 -0.52160 -0.50010
H 7.13495 -1.50022 -2.39119
H 4.63870 -1.26645 -2.33726
H 3.18820 1.72463 0.79084
C 0.56278 2.22282 1.03305
O 0.83988 2.51519 2.17773
N -0.34534 2.87780 0.28512
H -0.52820 2.60867 -0.67211
C -1.21066 3.91998 0.78647
H -0.65594 4.54456 1.48993
H -2.06076 3.47496 1.31925
C -1.70430 4.74250 -0.40985
O -2.16364 3.93246 -1.46610
C -3.43288 3.34201 -1.26476
H -3.71343 2.89768 -2.21758
H -3.41836 2.55295 -0.50733
H -4.17259 4.09932 -0.98408
H -2.48515 5.44168 -0.08182
H -0.87137 5.31067 -0.83316
H -1.53510 0.72973 0.25655
H -4.45481 -2.89751 -0.87981
H -4.74848 -1.78412 1.39138
H -4.34142 -3.52001 1.34143
H -2.36333 -1.21802 1.61987
H -2.92823 -2.23356 2.94484
H -1.88749 -4.21267 1.95404
H -1.46229 -3.31067 0.49909
H -0.37596 -2.74551 3.30025
H 0.50613 -3.54522 1.99788
H 0.05025 -1.84962 1.84316

Entry 2:
C22H26N6 | ωB97M-V with the def2-TZVPD basis set

The value obtained for the HOMO-LUMO gap is 8.1 eV. Its SMILES is CC(C)(C)c1cc(NCCCn2ccnc2)n2ncc(-c3ccccc3)c2n1.

Cartesian coordinates (Å):
C -0.13899 -1.40089 3.73927
H -0.42090 -1.72501 4.73841
H 0.26421 -0.39263 3.80562
H 0.64333 -2.06271 3.37569
C -1.36646 -1.42317 2.81943
C -0.97433 -0.91254 1.44743
N -1.60706 0.14488 0.99617
C -1.27976 0.61976 -0.20243
C -1.71575 1.72048 -0.95737
C -0.92533 1.66974 -2.11516
N -0.07372 0.65431 -2.11934
N -0.29259 0.01569 -0.96671
C 0.37057 -1.09003 -0.54228
C 0.03283 -1.56603 0.70731
H 0.52609 -2.43922 1.09573
N 1.25722 -1.61652 -1.42349
H 1.35044 -1.05676 -2.26273
C 2.40399 -2.39495 -1.03458
H 2.87645 -2.75646 -1.94993
C 3.41882 -1.59281 -0.20269
H 4.30904 -2.20663 -0.06017
H 2.99662 -1.36911 0.77834
C 3.79885 -0.26350 -0.87014
N 4.22588 -0.44274 -2.23016
C 3.57008 -0.06236 -3.35443
N 4.20137 -0.42169 -4.43628
C 5.31887 -1.06687 -4.01368
C 5.35408 -1.09223 -2.64979
H 6.06777 -1.49668 -1.96184
H 6.02313 -1.46792 -4.71419
H 2.64943 0.48901 -3.33778
H 2.93981 0.41300 -0.87603
H 4.60115 0.21035 -0.29416
H 2.07300 -3.26408 -0.45944
H -0.93232 2.33571 -2.95542
C -2.74493 2.68282 -0.61021
C -3.06828 3.73616 -1.46628
C -4.05100 4.64422 -1.12207
C -4.72902 4.52032 0.07922
C -4.41529 3.47776 0.93614
C -3.43401 2.56670 0.59809
H -3.18517 1.75356 1.26096
H -4.94097 3.37518 1.87496
H -5.49731 5.23197 0.34469
H -4.29053 5.45461 -1.79601
H -2.54950 3.84618 -2.40668
C -1.89784 -2.85627 2.69030
H -1.13697 -3.52974 2.30374
H -2.75231 -2.88101 2.01786
H -2.21470 -3.22184 3.66443
C -2.45811 -0.53637 3.41967
H -2.10553 0.48685 3.51274
H -2.73775 -0.90441 4.40413
H -3.33663 -0.53610 2.78113

Entry 3:
C22H27AsMnN3O6S3 | ωB97M-V with the def2-TZVPD basis set

Its net charge is -1. Its spin multiplicity is 6. The value obtained for the HOMO-LUMO gap (alpha / beta) is 7.5 / 7.5 eV.

Cartesian coordinates (Å):
Mn -0.58753 -0.67944 0.02032
O -3.38181 -1.35805 3.13695
C -2.75002 -1.16835 2.08152
O -1.51298 -1.27449 1.88687
C -3.55717 -0.67199 0.82870
C -4.87354 -0.32491 0.87674
C -5.41217 0.10846 -0.33179
C -4.65370 0.22748 -1.51024
C -3.31551 -0.09418 -1.41922
N -2.86013 -0.53866 -0.26000
C -2.32697 0.00138 -2.54745
O -2.76165 0.35128 -3.66818
O -1.13196 -0.18714 -2.20234
H -5.33500 -0.36137 1.86130
H -6.46389 0.38324 -0.37668
H -5.07958 0.53326 -2.46721
O 3.72356 -2.21844 -0.70538
C 4.39011 -1.12905 -0.30985
C 5.76139 -1.21463 -0.40921
C 6.56814 -0.08466 -0.12320
C 5.96402 1.08247 0.25780
C 4.58387 1.15965 0.40276
C 3.76549 0.09844 0.10971
C 2.25904 0.18460 0.27103
O 1.62997 -0.93426 -0.07599
N 1.73377 1.27470 0.75539
N 0.42423 1.22178 1.03135
C 0.03975 2.12054 1.89395
S 1.29432 2.93550 2.80567
C 0.11677 3.94494 3.76776
C -1.12603 4.17575 2.89178
S -1.64732 2.53842 2.20655
H 2.75350 -1.99678 -0.76001
H 6.19053 -2.13826 -0.79900
H 7.66146 -0.13850 -0.22472
H 6.54860 1.97496 0.29285
H 4.22283 2.09313 0.83336
H 0.55240 4.87945 4.07147
H -0.19015 3.42243 4.70966
H -0.99654 4.84719 2.03289
H -2.02049 4.50554 3.49417
C 0.84401 -4.85829 -0.47418
As -0.72210 -3.56869 -0.47443
C -1.60598 -4.22267 -2.05625
C -1.80266 -4.56714 0.78857
H 0.52585 -5.85632 -0.84816
H 1.16689 -4.98958 0.56039
H 1.68337 -4.52325 -1.11224
H -1.51426 -5.30797 -2.06905
H -1.13520 -3.78421 -2.91503
H -2.66050 -3.95760 -1.98754
H -1.86842 -5.62659 0.51700
H -2.79999 -4.12097 0.75690
H -1.35858 -4.45049 1.79422
C -0.15540 4.60437 -1.09494
S -0.75880 3.53376 -2.43850
C 0.77976 2.58217 -2.70111
H 0.33052 3.97269 -0.35824
H -0.97708 5.11341 -0.60024
H 0.55013 5.37528 -1.44100
H 1.54538 3.11754 -3.19092
H 0.57120 1.69044 -3.27808
H 1.16228 2.29264 -1.70724

Entry 4:
C22H27BrF9N3O6S | ωB97M-V with the def2-TZVPD basis set

The value obtained for the HOMO-LUMO gap is 8.2 eV.

Cartesian coordinates (Å):
C -1.75547 -3.33519 5.39196
C -2.77937 -3.49408 4.25527
C -2.75957 -4.86414 3.61211
C -3.25980 -5.88878 4.35866
C -3.27599 -7.20330 3.84487
N -3.70774 -8.30980 4.46599
S -3.48445 -9.51512 3.43349
N -2.86315 -8.74425 2.17406
C -2.78800 -7.45649 2.52892
C -2.27794 -6.37843 1.76109
Br -1.69209 -6.76476 0.00513
C -2.23542 -5.11581 2.27648
C -1.63886 -3.98947 1.45810
C -0.10990 -4.15065 1.33345
N 0.56571 -3.46365 2.45963
H -1.58471 -2.26917 5.56054
H -2.16586 -3.72496 6.32389
H -0.79246 -3.78789 5.16576
H -2.67544 -2.68614 3.53679
H -3.77585 -3.35972 4.68602
H -3.62384 -5.70210 5.36243
H -2.11767 -3.93563 0.48033
H -1.75674 -3.04456 1.97767
H 0.15966 -5.21062 1.36939
H 0.26461 -3.78571 0.37682
H 1.54363 -3.37802 2.19859
H 0.57536 -4.10465 3.24774
C 3.39661 1.19033 -1.79009
C 3.20714 -0.29778 -1.97083
O 3.96772 -1.05062 -1.00009
C 3.41747 -1.16388 0.19747
O 2.37033 -0.71464 0.55730
C 4.31743 -2.02860 1.10178
F 5.60168 -1.67680 1.00295
F 4.21110 -3.31989 0.74954
F 3.95059 -1.91820 2.37511
H 4.45582 1.45060 -1.82233
H 2.87771 1.73306 -2.57489
H 3.00550 1.52384 -0.82984
H 3.58043 -0.61779 -2.94134
H 2.15624 -0.57930 -1.91278
C -2.00641 4.79466 -0.47132
C -1.95058 3.34578 -0.03620
O -1.76299 2.47268 -1.17163
C -0.51878 2.35299 -1.60418
O 0.45733 2.87599 -1.15726
C -0.47510 1.37211 -2.79080
F -1.44881 1.61101 -3.67359
F -0.61378 0.11042 -2.36020
F 0.69324 1.46193 -3.42794
H -2.78130 4.93512 -1.22533
H -2.22517 5.43083 0.38599
H -1.05865 5.09255 -0.89877
H -2.89236 3.03822 0.41356
H -1.16415 3.17303 0.69730
C 2.06582 6.20507 -5.80508
C 2.48383 7.21563 -4.76025
O 1.33677 7.79868 -4.10596
C 0.79452 7.07705 -3.13889
O 1.14847 6.00232 -2.75456
C -0.38452 7.84502 -2.51256
F -1.17701 8.38174 -3.44487
F 0.06265 8.83757 -1.73361
F -1.11850 7.02404 -1.76267
H 1.37891 6.65826 -6.52031
H 2.93993 5.83684 -6.34087
H 1.55746 5.35622 -5.34870
H 3.00650 8.05070 -5.22110
H 3.14826 6.77631 -4.01734

| no. | E_tot (eV) | maximum force (eV Å⁻¹) |
| --- | --- | --- |
| 1 | -48221.936 | 1.0 |
| 2 | -32177.331 | 1.0 |
| 3 | -164677.051 | 2.9 |
| 4 | -145343.452 | 0.6 |